ORCA calculation (ωB97M-V/def2-TZVPD) on a molecular structure, C54H48BMoN10O3S2.

The calculation puts the gap between HOMO and LUMO (spin up / spin down) at 6.6 / 7.2 eV. As for the spin multiplicity: 3. The total energy is -3749.18846 Ha. The HOMO energy (spin up / spin down) comes out at -10.283 / -10.407 eV. The calculation puts the energy above the lowest of the compared OMol25 structures with the same formula, charge and spin at 2.186 eV. The largest force on an atom comes out at 1.55 eV/Å. The calculation puts the lowest unoccupied orbital energy (spin up / spin down) at -0.135 / -0.118 Ha. The charge is +1.

Each line ends with the Löwdin spin population.
Atoms and positions in Å:
Mo1 -0.112 0.221 -0.173  1.710
C1 -3.949 3.260 2.383  0.001
C2 -3.045 2.082 2.252  0.007
C3 -2.872 1.041 3.133  0.002
C4 -1.901 0.203 2.585  0.008
N1 -1.516 0.721 1.382  0.003
N2 -2.227 1.880 1.219  0.004
B1 -2.084 2.761 -0.019  0.003
N3 -0.625 3.223 -0.122  0.007
N4 0.398 2.325 -0.096  0.003
C5 1.547 3.040 -0.220  0.002
C6 1.214 4.395 -0.295  0.000
C7 -0.162 4.470 -0.242  0.001
C8 -1.026 5.682 -0.316  0.000
C9 2.946 2.582 -0.339  0.000
C10 3.944 3.496 0.018  0.000
C11 5.280 3.221 -0.207  0.000
C12 5.657 2.022 -0.792  0.000
C13 4.682 1.101 -1.132  0.000
C14 3.343 1.373 -0.905  0.002
N5 -2.416 1.909 -1.248  0.003
N6 -1.714 0.784 -1.530  0.009
C15 -2.182 0.353 -2.720  0.016
C16 -3.202 1.193 -3.162  0.006
C17 -3.312 2.180 -2.208  0.016
C18 -4.206 3.373 -2.200  0.003
C19 -1.720 -0.789 -3.475  0.000
C20 -2.295 -1.526 -4.431  0.006
C21 -1.541 -4.041 -4.060  0.000
C22 -0.489 -4.569 -3.090  0.000
C23 -0.066 -3.827 -2.073  -0.001
C24 -0.688 -2.451 -1.914  0.006
C25 -1.445 -1.004 3.288  0.000
C26 -0.815 -2.076 2.675  0.003
C27 -0.518 -3.224 3.389  0.000
C28 -0.817 -3.313 4.737  0.001
C29 -1.415 -2.236 5.373  0.000
C30 -1.728 -1.098 4.656  0.001
H1 -4.489 3.194 3.324  0.000
H2 -4.673 3.298 1.568  0.000
H3 -3.380 4.190 2.371  0.000
H4 -3.407 0.899 4.055  0.000
H5 -2.806 3.700 0.053  0.000
H6 1.891 5.222 -0.421  0.000
H7 -0.397 6.562 -0.425  0.000
H8 -1.630 5.794 0.585  0.000
H9 -1.702 5.630 -1.171  0.000
H10 3.672 4.436 0.479  0.000
H11 6.034 3.948 0.070  0.000
H12 6.703 1.805 -0.963  0.000
H13 4.967 0.156 -1.576  0.000
H14 2.604 0.655 -1.207  0.002
H15 -3.762 1.093 -4.077  0.000
H16 -4.815 3.375 -3.100  0.000
H17 -3.624 4.294 -2.172  0.001
H18 -4.867 3.370 -1.333  0.001
H19 -3.241 -1.467 -4.955  0.000
H20 -1.565 -4.671 -4.946  0.000
H21 -0.118 -5.575 -3.246  0.000
H22 0.673 -4.162 -1.353  0.000
H23 0.940 -1.818 -0.835  0.004
H24 -0.587 -2.028 1.625  0.002
H25 -0.058 -4.061 2.887  0.000
H26 -0.584 -4.215 5.289  0.000
H27 -1.646 -2.282 6.430  0.000
H28 -2.185 -0.266 5.172  0.000
C31 3.604 0.714 -4.415  0.001
N7 2.637 -0.343 -4.188  0.003
C32 2.825 -1.671 -4.513  0.000
C33 1.712 -2.332 -4.164  0.001
N8 0.818 -1.404 -3.624  0.001
C34 1.408 -0.178 -3.624  0.004
S1 0.797 1.269 -3.037  0.022
C35 -0.574 -1.764 -3.312  -0.003
C36 -1.207 -2.579 -4.465  0.000
C37 -2.898 -4.058 -3.393  0.000
C38 -3.155 -3.379 -2.285  0.000
C39 -2.153 -2.673 -1.425  0.002
N9 -0.038 -1.525 -0.980  -0.041
H29 3.640 0.981 -5.471  0.000
H30 4.590 0.392 -4.091  0.000
H31 3.306 1.585 -3.842  0.001
H32 3.726 -2.030 -4.981  0.000
H33 1.473 -3.372 -4.262  0.000
H34 -0.604 -2.562 -5.374  0.000
H35 -3.705 -4.584 -3.890  0.000
H36 -4.158 -3.395 -1.872  0.000
H37 -2.548 -1.733 -1.039  0.001
O1 3.029 -1.584 -0.026  0.001
C40 3.147 -1.644 1.402  0.002
C41 2.071 -0.672 1.985  0.015
O2 2.022 -0.456 3.165  0.029
O3 1.217 -0.140 1.127  0.124
C42 4.565 -1.251 1.834  0.000
C43 5.621 -1.963 1.266  0.000
C44 6.934 -1.672 1.594  0.000
C45 7.211 -0.675 2.520  0.000
C46 6.167 0.022 3.105  0.000
C47 4.850 -0.257 2.761  0.000
C48 2.930 -3.075 1.903  0.000
C49 2.760 -4.125 1.010  0.000
C50 2.649 -5.433 1.468  0.000
C51 2.696 -5.699 2.827  0.000
C52 2.855 -4.651 3.725  0.000
C53 2.982 -3.349 3.269  0.000
H38 3.797 -2.034 -0.393  0.000
H39 5.425 -2.790 0.586  0.000
H40 7.741 -2.236 1.142  0.000
H41 8.235 -0.466 2.804  0.000
H42 6.374 0.799 3.830  0.000
H43 4.049 0.293 3.235  0.000
H44 2.708 -3.933 -0.055  0.000
H45 2.528 -6.242 0.759  0.000
H46 2.615 -6.717 3.185  0.000
H47 2.897 -4.846 4.790  0.000
H48 3.114 -2.536 3.971  0.000
S2 -1.972 -3.782 0.073  0.000
C54 -3.488 -3.498 0.748  0.000
N10 -4.523 -3.314 1.226  0.000